*w*
A 2-piece molecular cluster, H4NO2SSi overall. Source: OMol25; level of theory: ωB97M-V with the def2-TZVPD basis set.

Results
- total charge = -1
- gap between HOMO and LUMO (eV) = 8.18
- lowest unoccupied orbital energy (Eh) = 0.1373

```
9
Properties=species:S:1:pos:R:3:nbo_charge:R:1
N -1.2565 1.6124 -0.1284 -1.10
O 1.1111 -0.1345 -0.7007 -1.31
O 0.5756 3.0723 0.0205 -0.93
Si 0.4240 -1.4199 -0.1403 1.26
S 0.1031 1.8075 0.4904 1.56
H -1.9046 0.8966 0.1146 0.37
H 1.5881 -2.2679 0.4042 -0.29
H -0.3752 -1.5056 1.1594 -0.29
H -0.2657 -2.0609 -1.2196 -0.27
```

***

*x*
A 2-piece molecular cluster, H4NO2SSi overall. Source: OMol25; level of theory: ωB97M-V with the def2-TZVPD basis set.

Results
- total charge = -1
- gap between HOMO and LUMO (eV) = 8.25
- lowest unoccupied orbital energy (Eh) = 0.1346

```
9
Properties=species:S:1:pos:R:3:nbo_charge:R:1
N -3.3680 1.1670 0.2753 -0.98
O -4.2736 -0.8888 -0.6507 -0.92
O -0.5710 0.6676 1.1290 -1.32
Si -0.0577 -0.3902 0.1200 1.27
S -3.1321 -0.3522 0.1031 1.46
H -2.7595 1.5534 0.9288 0.39
H -0.0733 -1.7795 0.7111 -0.31
H -1.0014 -0.8399 -0.8744 -0.31
H 1.0024 -0.4635 -0.8135 -0.28
```

***

Short version: *x* is the least stable of them.

***

*w*
A 2-piece molecular cluster, C2H3O2Se overall. Source: OMol25; level of theory: ωB97M-V with the def2-TZVPD basis set.

Results
- total charge = -1
- gap between HOMO and LUMO (eV) = 6.43
- lowest unoccupied orbital energy (Eh) = 0.1371

```
8
Properties=species:S:1:pos:R:3:nbo_charge:R:1
C 0.8686 0.9719 0.7461 1.02
C -0.1507 -0.3390 -0.9727 -1.06
O 0.2681 0.6389 1.6708 -0.61
O 1.6940 1.5809 0.1803 -0.63
Se -1.3969 -1.3524 0.1336 -0.11
H 0.1693 -0.8783 -1.8802 0.17
H -0.8202 0.6466 -1.2374 0.16
H -0.6322 -1.2686 1.3594 0.06
```

***

*x*
A 2-piece molecular cluster, C2H3O2Se overall. Source: OMol25; level of theory: ωB97M-V with the def2-TZVPD basis set.

Results
- total charge = -1
- gap between HOMO and LUMO (alpha / beta) (eV) = 7.29 / 5.56
- lowest unoccupied orbital energy (alpha / beta) (Eh) = 0.1331 / 0.1159

```
8
Properties=species:S:1:pos:R:3:nbo_charge:R:1
C -0.4752 1.2512 -0.0229 0.67
C 0.6438 0.6945 0.7270 -0.63
O -0.2894 1.5840 -1.3330 -0.72
O -1.5452 1.5355 0.5153 -0.67
Se 2.2123 0.2591 -0.0526 -0.32
H -0.0470 -1.5241 2.9127 -0.01
H 0.3884 0.7095 1.8503 0.20
H 0.5116 1.3505 -1.6864 0.49
```

***

Short version: *x* is the least stable of them.

***

*w*
A 4-piece molecular cluster, CH8O5 overall. Source: OMol25; level of theory: ωB97M-V with the def2-TZVPD basis set.

Results
- structure (SMILES) = O=CO.O.O.O
- gap between HOMO and LUMO (eV) = 11.36
- lowest unoccupied orbital energy (Eh) = 0.0204

```
14
Properties=species:S:1:pos:R:3:nbo_charge:R:1
O -1.6619 -1.2059 -0.9182 -0.63
C -1.1009 -2.1902 -0.4907 0.67
O 0.0031 -2.2179 0.2112 -0.71
H -1.4833 -3.1933 -0.6974 0.11
H 0.1471 -1.3889 0.7658 0.52
H -0.0620 0.7859 1.3597 0.52
H 1.2522 0.1983 1.8198 0.49
O 0.3385 -0.0561 1.6528 -0.96
H 0.8430 3.3751 0.6543 0.48
H 0.1544 2.4360 -0.3669 0.51
O 0.2853 2.6011 0.5767 -0.98
H 1.1631 0.1184 -1.7171 0.47
H -0.3044 0.0493 -1.3676 0.50
O 0.4257 0.6883 -1.4824 -0.98
```

***

*x*
A 4-piece molecular cluster, CH8O5 overall. Source: OMol25; level of theory: ωB97M-V with the def2-TZVPD basis set.

Results
- structure (SMILES) = O=CO.O.O.O
- gap between HOMO and LUMO (eV) = 10.63
- lowest unoccupied orbital energy (Eh) = 0.0123

```
14
Properties=species:S:1:pos:R:3:nbo_charge:R:1
O -0.0812 -2.2798 2.2230 -0.59
C 0.9518 -1.6354 2.2066 0.62
O 0.9887 -0.4728 1.4710 -0.72
H 1.8699 -1.9867 2.7047 0.13
H 0.1666 -0.7165 0.9216 0.52
H -0.6495 2.5655 0.9140 0.47
H -1.8426 3.1225 0.3294 0.47
O -1.2820 2.3182 0.2649 -0.93
H 0.7098 2.2214 -3.5424 0.46
H 0.7632 2.6454 -4.9242 0.46
O 0.4321 1.9576 -4.4308 -0.92
H -0.0896 -1.2333 -1.1625 0.48
H -1.2551 -0.4248 -0.9268 0.49
O -0.7304 -1.0708 -0.4723 -0.92
```

***

Short version: *x* is the least stable of them.

***

*w*
A 3-piece molecular cluster, C8H18O2 overall. Source: OMol25; level of theory: ωB97M-V with the def2-TZVPD basis set.

Results
- structure (SMILES) = C=CCC(=C)CCC.O.O
- gap between HOMO and LUMO (eV) = 9.73
- lowest unoccupied orbital energy (Eh) = 0.0257

```
28
Properties=species:S:1:pos:R:3:nbo_charge:R:1
C -2.0179 -0.8837 1.1846 -0.62
C -1.7076 -2.1095 0.1932 -0.40
C -0.2188 -2.4222 0.3303 -0.46
C 0.4818 -1.1520 -0.1892 0.06
C 0.6268 -0.8936 -1.4819 -0.45
C 1.2386 -0.0199 0.6597 -0.48
C 2.6536 0.0449 0.1235 -0.16
C 2.8840 0.9398 -0.8501 -0.42
H -3.0680 -0.8207 1.5769 0.22
H -1.5219 -1.1376 2.1466 0.19
H -1.7434 0.0599 0.8527 0.22
H -2.5045 -2.8843 0.4040 0.21
H -2.0171 -1.8788 -0.8764 0.20
H -0.1158 -2.6640 1.4318 0.22
H 0.1784 -3.2767 -0.2932 0.22
H 0.5552 -1.7090 -2.1601 0.19
H 1.1225 -0.0329 -2.0819 0.21
H 1.2725 -0.4351 1.6839 0.22
H 0.6146 0.8314 0.6143 0.22
H 3.4659 -0.4508 0.5943 0.22
H 3.8999 1.0430 -1.3023 0.19
H 2.2976 1.5569 -1.5132 0.19
H 0.1992 2.3724 -0.9412 0.49
H -1.2012 1.9753 -1.5951 0.48
O -0.7235 2.6388 -1.2267 -0.95
H -1.4080 2.7130 0.4693 0.48
H -2.2326 3.2795 1.4783 0.46
O -1.9561 2.4156 1.1881 -0.96
```

***

*x*
C8H18O2 as an isolated structure. Source: OMol25; level of theory: ωB97M-V with the def2-TZVPD basis set.

Results
- gap between HOMO and LUMO (eV) = 7.48
- lowest unoccupied orbital energy (Eh) = 0.0293

```
28
Properties=species:S:1:pos:R:3:nbo_charge:R:1
C 0.5707 -0.4157 -0.6435 0.33
C 2.4060 0.4162 -0.0023 0.08
C -1.8931 -0.4259 0.3934 -0.21
C -0.0030 0.3233 0.4093 -0.40
C 0.7689 -1.9010 -0.5365 -0.68
C 2.5450 1.9104 0.1323 -0.68
C -2.5982 0.5473 1.3094 -0.63
C -2.5542 -0.5449 -0.9589 -0.64
O 0.3662 0.0782 -1.9020 -0.71
O 2.8917 -0.3062 1.1033 -0.72
H 0.0660 -0.6224 -2.4917 0.48
H 2.5915 0.1280 1.9102 0.46
H 2.9419 0.0383 -0.8735 0.16
H -1.7624 -1.3996 0.8695 0.18
H -0.2124 1.3661 0.2042 0.22
H 0.2630 0.0333 1.4166 0.21
H 1.0032 -2.1796 0.4868 0.24
H -0.1253 -2.4363 -0.8592 0.21
H 1.5980 -2.2049 -1.1783 0.22
H 2.0023 2.2832 1.0077 0.20
H 3.5924 2.2112 0.2588 0.22
H 2.1360 2.3994 -0.7517 0.23
H -2.1052 0.6210 2.2813 0.20
H -3.6433 0.2644 1.4957 0.20
H -2.6171 1.5498 0.8704 0.20
H -3.6299 -0.7561 -0.8717 0.21
H -2.1392 -1.3626 -1.5533 0.19
H -2.4595 0.3852 -1.5265 0.21
```

***

Short version: *x* is the least stable of them.

***

*w*
A 2-piece molecular cluster, CH3F2O2PS overall. Source: OMol25; level of theory: ωB97M-V with the def2-TZVPD basis set.

Results
- gap between HOMO and LUMO (eV) = 9.41
- lowest unoccupied orbital energy (Eh) = -0.0387

```
10
Properties=species:S:1:pos:R:3:nbo_charge:R:1
C 1.6866 -0.1017 -0.0063 -1.01
O -3.1071 0.4416 -0.4708 -0.83
O -1.6925 2.2633 0.2350 -0.86
F -0.6208 -0.7976 -1.0727 -0.57
F 0.2508 -2.1400 0.5912 -0.58
P -0.1122 -0.5328 0.4247 1.45
S -2.4638 1.1167 0.6230 1.63
H 2.0412 -0.9865 -0.7266 0.26
H 1.6720 0.9588 -0.4622 0.25
H 2.3459 -0.2219 0.8647 0.25
```

***

*x*
One molecule with the formula CH3F2O2PS. Source: OMol25; level of theory: ωB97M-V with the def2-TZVPD basis set.

Results
- gap between HOMO and LUMO (eV) = 8.27
- lowest unoccupied orbital energy (Eh) = -0.0462

```
10
Properties=species:S:1:pos:R:3:nbo_charge:R:1
C -0.7542 1.0908 1.7409 -0.75
O -0.6266 1.4532 -1.0116 -0.84
O -0.2188 -1.2456 -0.8283 -1.09
F 1.4549 -0.8085 -2.6371 -0.59
F 1.7871 -2.6820 -1.1143 -0.59
P 0.5856 -2.0405 -2.0085 1.71
S -0.0421 0.5197 -0.0885 1.43
H -0.7331 0.1698 2.4200 0.25
H 0.1187 1.7353 1.9598 0.23
H -1.5715 1.8077 1.5676 0.25
```

***

Short version: *x* is the least stable of them.

***

*w*
One molecule with the formula C17H29N5O7. Source: OMol25; level of theory: ωB97M-V with the def2-TZVPD basis set.

Results
- structure (SMILES) = COCCOCC(=O)NC[C@@]1(OC)CCN(C(=O)CCCn2c(O)nnc2O)C1
- gap between HOMO and LUMO (eV) = 8.58
- lowest unoccupied orbital energy (Eh) = 0.0139

```
58
Properties=species:S:1:pos:R:3:nbo_charge:R:1
C -3.6684 5.0714 -5.0022 -0.25
O -3.1062 4.4696 -3.8489 -0.57
C -4.0761 3.7631 -3.1026 -0.07
C -3.4071 2.9550 -2.0208 -0.09
O -2.6489 3.8375 -1.2050 -0.52
C -2.3505 3.3635 0.0709 -0.15
C -1.3434 2.2129 0.1364 0.66
O -1.1046 1.4663 -0.7938 -0.63
N -0.7823 2.0788 1.3662 -0.62
C 0.1056 1.0036 1.7443 -0.27
C 1.5766 1.4301 1.8402 0.26
O 1.7120 2.6235 2.5972 -0.54
C 1.4012 2.5079 3.9691 -0.25
C 2.4351 0.2709 2.3586 -0.45
C 2.7285 -0.5632 1.1175 -0.21
N 2.6813 0.4159 0.0351 -0.44
C 3.0537 0.0469 -1.2142 0.69
O 3.4151 -1.0956 -1.4513 -0.63
C 3.0158 1.1069 -2.2909 -0.49
C 1.7264 1.0449 -3.1065 -0.41
C 1.8418 1.9612 -4.3165 -0.21
N 0.6173 2.0293 -5.0866 -0.41
C -0.4330 2.8909 -4.9364 0.62
O -0.3642 3.8425 -4.0068 -0.69
N -1.3820 2.6497 -5.7789 -0.38
N -0.9794 1.5293 -6.5225 -0.38
C 0.1866 1.2067 -6.0826 0.60
O 0.9764 0.2070 -6.5053 -0.67
C 2.1698 1.7127 0.4567 -0.23
H -2.8780 5.6264 -5.5023 0.20
H -4.0600 4.3118 -5.6849 0.19
H -4.4710 5.7625 -4.7260 0.16
H -4.7846 4.4768 -2.6662 0.17
H -4.6265 3.0756 -3.7560 0.18
H -4.1869 2.4633 -1.4244 0.17
H -2.7658 2.1819 -2.4458 0.21
H -1.9578 4.2117 0.6347 0.20
H -3.2607 3.0161 0.5844 0.18
H -0.9547 2.7995 2.0461 0.40
H -0.2183 0.5966 2.7053 0.20
H 0.0022 0.2096 1.0046 0.25
H 1.5732 3.4865 4.4110 0.20
H 0.3556 2.2272 4.1422 0.16
H 2.0406 1.7779 4.4732 0.17
H 3.3573 0.6869 2.7698 0.22
H 1.9454 -0.3123 3.1391 0.22
H 3.7040 -1.0457 1.1512 0.22
H 1.9867 -1.3489 0.9516 0.20
H 3.1541 2.1044 -1.8680 0.21
H 3.8659 0.8999 -2.9428 0.23
H 1.5560 0.0165 -3.4331 0.22
H 0.8605 1.3472 -2.5108 0.23
H 2.0760 2.9770 -3.9964 0.22
H 2.6362 1.6290 -4.9853 0.22
H -1.2653 4.2346 -3.8901 0.53
H 0.4962 -0.2476 -7.2100 0.50
H 1.4191 2.0937 -0.2359 0.22
H 2.9668 2.4530 0.5695 0.21
```

***

*x*
One molecule with the formula C17H29N5O7. Source: OMol25; level of theory: ωB97M-V with the def2-TZVPD basis set.

Results
- structure (SMILES) = COCCOCC(=O)NC[C@@]1(OC)CCN(C(=O)CCCn2c(O)nnc2O)C1
- gap between HOMO and LUMO (eV) = 8.93
- lowest unoccupied orbital energy (Eh) = 0.0175

```
58
Properties=species:S:1:pos:R:3:nbo_charge:R:1
C 0.4920 4.6937 -1.8856 -0.25
O 1.2732 3.5419 -1.6639 -0.55
C 1.2284 2.6526 -2.7540 -0.08
C 2.1433 1.4931 -2.4849 -0.08
O 1.6935 0.8263 -1.3249 -0.57
C 2.4392 -0.3322 -1.0008 -0.17
C 1.5842 -1.5816 -0.9873 0.65
O 2.0266 -2.6369 -0.5722 -0.62
N 0.3167 -1.4138 -1.4185 -0.63
C -0.6793 -2.4423 -1.2841 -0.26
C -2.0760 -1.8503 -1.2952 0.26
O -2.3741 -1.2216 -2.5338 -0.54
C -2.3938 -2.0710 -3.6580 -0.25
C -3.0978 -2.8986 -0.8439 -0.44
C -3.1535 -2.7649 0.6981 -0.22
N -2.4366 -1.5272 0.9946 -0.44
C -1.6624 -1.4388 2.1148 0.70
O -1.7488 -2.2579 3.0108 -0.63
C -0.7524 -0.2303 2.2221 -0.50
C -0.2996 -0.0063 3.6524 -0.40
C 0.4348 1.3115 3.8200 -0.21
N 1.7209 1.3500 3.1428 -0.42
C 2.0270 1.7683 1.8791 0.61
O 1.0577 2.1828 1.0670 -0.69
N 3.2871 1.6700 1.6233 -0.39
N 3.8834 1.1341 2.7741 -0.37
C 2.9332 0.9606 3.6233 0.60
O 3.0304 0.4795 4.8680 -0.66
C -2.2431 -0.7675 -0.2254 -0.23
H 0.5714 5.3190 -0.9997 0.20
H 0.8565 5.2557 -2.7528 0.17
H -0.5613 4.4347 -2.0468 0.17
H 0.2000 2.2967 -2.9152 0.17
H 1.5610 3.1585 -3.6707 0.18
H 2.1208 0.8183 -3.3518 0.18
H 3.1698 1.8500 -2.3447 0.19
H 3.2590 -0.4928 -1.7053 0.20
H 2.8775 -0.2141 -0.0103 0.24
H 0.0545 -0.5003 -1.7538 0.42
H -0.5808 -3.1897 -2.0769 0.21
H -0.5148 -2.9786 -0.3453 0.23
H -2.7798 -1.4819 -4.4867 0.20
H -1.3947 -2.4296 -3.9252 0.17
H -3.0526 -2.9323 -3.5064 0.17
H -4.0618 -2.6593 -1.2955 0.22
H -2.8293 -3.9100 -1.1518 0.22
H -4.1868 -2.6991 1.0372 0.20
H -2.6677 -3.5914 1.2074 0.23
H 0.1086 -0.3806 1.5602 0.23
H -1.2726 0.6569 1.8498 0.22
H -1.1713 0.0005 4.3085 0.22
H 0.3289 -0.8315 3.9882 0.23
H -0.1596 2.1367 3.4260 0.21
H 0.6235 1.5074 4.8742 0.23
H 1.4372 2.2586 0.1648 0.54
H 3.9619 0.2516 5.0000 0.51
H -1.4085 -0.0786 -0.1565 0.23
H -3.1432 -0.1979 -0.4790 0.20
```

***

Short version: *w* is the least stable of them.